Computed, not measured: the molecule C11H14ClNO2S at a distorted geometry, with ωB97M-V/def2-TZVPD.

```
30
Properties=species:S:1:pos:R:3:lowdin_charge:R:1
H 0.36 -2.22 -2.06 0.12
C -2.92 -0.19 4.13 -0.05
C -2.03 1.00 2.11 -0.03
S 1.29 0.63 -0.13 0.68
H -2.73 0.49 4.97 0.09
C 1.12 -0.23 -2.71 -0.56
H -2.91 1.62 2.12 0.12
O 2.51 -0.03 0.24 -0.29
O 1.36 2.01 -0.52 -0.27
C 2.45 0.47 -2.89 -0.53
C 0.25 -0.58 2.09 -0.05
C -1.06 1.21 1.15 -0.05
C 0.16 -0.06 -3.86 -0.03
Cl 3.32 -0.26 -4.26 0.60
H -0.05 0.99 -4.02 0.09
H 1.14 -1.18 2.06 0.11
N 0.53 -0.19 -1.39 -0.11
H 2.31 1.53 -3.11 0.09
C -1.88 0.01 3.07 -0.27
H -1.15 1.97 0.39 0.12
H -2.91 -1.21 4.51 0.08
H -3.91 0.04 3.74 0.08
H -0.78 -0.57 -3.63 0.09
C 0.07 0.41 1.15 -0.28
H 2.00 -1.76 -1.38 0.12
H 3.08 0.36 -2.01 0.06
C -0.73 -0.78 3.05 -0.03
H 0.59 -0.48 -4.76 0.07
H -0.60 -1.55 3.80 0.11
C 1.08 -1.44 -1.86 -0.07
```

Calculated values
Spin multiplicity: 1
HOMO level: -9.61 eV
Max |F|: 1.43 eV/Å
Frontier orbital gap: 0.3768 Ha
LUMO: 0.65 eV
Energy above the lowest of the compared OMol25 structures with the same formula, charge and spin: 20.7 kcal/mol